No. 1
# H22NO14

A 12-piece molecular cluster, H22NO14 overall at a distorted geometry (ωB97M-V with the def2-TZVPD basis set, the OMol25 dataset).

```
37
Properties=species:S:1:pos:R:3
H 2.1324 -1.4580 1.3444
H -2.2036 -0.1880 1.6184
H 2.1934 1.8940 -2.6066
O 0.2354 -1.0210 0.4524
H -1.6516 2.3770 -1.6416
H 2.1284 0.4180 -1.5906
H 3.6814 0.0020 -1.6526
O -2.1086 1.5890 -1.8466
H -3.3606 0.1520 0.9364
O 2.6234 -2.2320 1.6244
O 0.8954 0.9320 -0.1946
H -2.0546 -2.6630 -1.2976
O -2.7416 -2.3070 -0.8986
H -1.6996 -1.7210 2.9024
H -0.0096 -0.0120 -3.3616
H 0.4804 -2.7150 -0.8176
H -2.3446 -1.6610 -0.2736
H -1.4096 0.9340 -1.9146
O -0.5706 -0.0520 -2.6886
O 2.0694 2.7740 -2.5956
H 2.6814 -3.0280 1.1344
H 2.8494 3.3920 -2.3716
H 0.7574 1.3000 4.5464
H -0.2916 -0.9110 -2.2686
O -2.9706 -0.4690 1.4534
O -0.7416 -1.6510 2.9474
H 1.0124 -2.8900 -2.2136
O -0.9246 3.2120 1.1174
N 0.0844 0.2290 0.4284
O 0.5334 1.9310 3.7584
O 0.3074 -2.5430 -1.8156
H 0.1084 1.1120 3.3294
O -0.4116 0.6400 1.4754
H -0.4386 -1.3460 2.1024
H -1.4616 3.0380 1.8204
H -0.2936 2.5080 1.1584
O 2.9154 0.4340 -2.0986
```

- lowest unoccupied orbital energy (eV) = 2.306
- HOMO energy (eV) = -6.95
- total charge = -1
- Kohn-Sham gap (eV) = 9.253

No. 2
# C3H5O4Zn

C3H5O4Zn as an isolated structure at a distorted geometry (ωB97M-V with the def2-TZVPD basis set, the OMol25 dataset).

```
13
Properties=species:S:1:pos:R:3
C -1.7801 0.3943 -0.9984
H 0.5776 0.9903 0.7868
Zn -1.3673 -1.4396 1.1466
C 1.1587 -1.1179 1.0645
H 1.2262 0.6164 -1.3176
H 1.8911 1.7448 -0.0312
O 0.2958 -1.7332 0.3484
O 1.9232 -0.3591 0.3009
C 1.3179 0.8380 -0.2509
O 0.6227 -0.7765 2.1447
H -2.3744 1.2849 -1.2609
H -1.2761 -0.0908 -1.8527
O -2.2154 -0.3516 -0.0801
```

- lowest unoccupied orbital energy (eV) = -6.488
- HOMO energy (eV) = -14.14
- total charge = +1
- Kohn-Sham gap (eV) = 7.647

No. 3
# C29H42As3N3Ti

C29H42As3N3Ti as an isolated structure at a distorted geometry (ωB97M-V with the def2-TZVPD basis set, the OMol25 dataset).

```
78
Properties=species:S:1:pos:R:3
C 0.1814 2.9025 0.7050
C 0.1037 5.2457 1.2713
C 0.1211 -0.1141 6.8403
H 3.1443 -1.5867 4.1975
H -0.2951 0.7344 -5.8601
C -0.4470 -0.4603 -4.0786
H 3.4255 -1.0979 0.4774
H -3.7352 -2.5029 3.0332
H 4.3613 -1.5214 1.9227
H 3.6029 0.5179 3.4331
Ti 0.0628 -0.0972 0.3578
H -2.9242 -3.2269 -2.0844
H -0.1491 1.5672 3.9134
H 1.9369 -2.6593 3.4722
H 1.4241 -1.1554 4.2791
C -1.3944 -2.4599 -5.7661
H 3.2823 1.0283 1.7665
As -1.6371 -1.7417 1.8458
C 2.3297 -0.8497 2.3241
H 2.5997 5.2063 0.0850
C 3.3696 -1.5649 1.4599
H -1.4688 2.4440 -2.4478
H -1.0269 -1.8572 7.3621
C 2.8424 0.5557 2.6471
H -2.2649 -1.9077 5.2311
H -0.3792 -2.6984 3.8199
C -1.5210 -1.1360 5.4038
H 2.4625 0.9932 -0.7456
N 1.0591 -0.7838 1.5752
H -3.0862 -0.2144 3.2484
C -0.3392 0.8121 4.6680
H 1.0889 1.6299 6.0429
H 2.0212 1.1834 2.9921
C 0.7907 4.1173 0.6852
C 0.3571 0.8486 5.8688
C 1.9506 1.2327 -3.9575
N 0.7135 1.7619 0.1746
C -0.8366 -1.6928 -3.5469
H -1.5737 -3.6634 -4.0110
H 1.6217 1.6605 -4.9027
H -1.7468 -3.2487 -6.4207
C -0.5784 -0.2261 -5.4444
H 0.0560 3.2526 -2.8277
C 2.6592 3.0941 -0.4317
H -2.4700 -0.0294 -2.1320
H -1.1581 -1.0279 -7.3502
C 2.0908 4.2535 0.0901
H -0.7830 2.8144 1.1735
H -1.5652 -4.3441 -1.8246
H -4.1699 -1.7741 1.4732
H -3.5293 -3.4244 1.5323
H -1.5063 -3.8938 3.1387
C -2.0468 -3.4330 -1.4801
C -1.0577 -1.2192 -6.2888
H 2.5653 1.9526 -3.4252
As -0.7991 -1.9404 -1.5917
H -0.9080 2.5225 -4.1348
H -1.7392 0.2760 -0.5623
H 3.0918 -2.6135 1.3221
H 0.0329 -3.5175 2.3163
C -0.7849 -3.1153 2.9060
C -0.8271 -1.1058 6.6064
N -0.4376 6.1441 1.7434
C 2.1958 -1.6127 3.6483
C 1.9930 1.8971 -0.4107
H -2.3333 -3.5668 -0.4440
C -0.5958 2.4226 -3.0963
C -3.4665 -2.4341 1.9806
H 0.6704 -0.0939 7.7749
H 2.5314 0.3324 -4.1499
C -2.1453 -0.5064 -1.2147
C -1.2895 -2.6945 -4.3990
C -1.2803 -0.1815 4.4126
H -2.9989 -0.9344 -0.7082
C -2.0083 -0.2122 3.0961
H 3.6517 3.1214 -0.8665
H -1.7564 0.6715 2.5336
As 0.4156 0.7799 -2.8416
```

- lowest unoccupied orbital energy (alpha / beta) (eV) = 0.281 / 0.272
- HOMO energy (alpha / beta) (eV) = -5.26 / -7.76
- <S²> = 2.027
- spin multiplicity = 3
- Kohn-Sham gap (alpha / beta) (eV) = 5.540 / 8.029

No. 4
# C2HCsFO2

C2HCsFO2 as an isolated structure at a distorted geometry (ωB97M-V with the def2-TZVPD basis set, the OMol25 dataset).

```
7
Properties=species:S:1:pos:R:3
F 0.1242 1.4193 0.1232
O -3.3085 -2.3358 0.1996
C 1.8936 -0.0856 0.0717
O 2.6744 -0.7604 0.5981
H 0.9523 0.6942 -1.6700
Cs -3.3449 0.4180 1.2637
C 1.0088 0.6504 -0.5862
```

- lowest unoccupied orbital energy (alpha / beta) (eV) = -0.652 / -0.627
- HOMO energy (alpha / beta) (eV) = -7.19 / -6.28
- <S²> = 0.757
- spin multiplicity = 2
- Kohn-Sham gap (alpha / beta) (eV) = 6.539 / 5.653